# 1
DFT (the ωB97M-V functional and the def2-TZVPD basis) results for the molecule C19H18ClFN2O3.

Values from the calculation:
SMILES = O=C(NCCOc1ccc(Cl)cc1)[C@@H]1CC(=O)N(c2ccc(F)cc2)C1
Relative energy (zero: lowest compared OMol25 entry of this formula, charge and spin) = 0.0 kcal/mol
LUMO = 0.26 eV
DFT total energy = -1630.155873 hartree
Kohn-Sham gap = 8.79 eV

Structure (ORCA input):
```
! RIJCOSX wB97M-V def2-TZVPD def2/J DEFGRID3
* xyz 0 1
O 0.5541 1.5570 -0.6425
C 0.2213 0.4135 -0.4305
N -1.0633 -0.0087 -0.4846
C -2.1642 0.8936 -0.7186
C -2.9281 1.2083 0.5809
O -4.0188 2.0671 0.3574
C -5.1631 1.5867 -0.2046
C -5.4281 0.2533 -0.4992
C -6.6448 -0.1103 -1.0526
C -7.6009 0.8527 -1.3172
Cl -9.1149 0.3919 -2.0142
C -7.3519 2.1866 -1.0269
C -6.1417 2.5463 -0.4750
C 1.2071 -0.6907 -0.0591
C 1.2598 -0.9025 1.4557
C 2.7082 -1.2879 1.7350
O 3.1031 -1.8033 2.7528
N 3.4484 -0.9285 0.6488
C 4.8385 -1.0438 0.5203
C 5.5609 -1.9374 1.3121
C 6.9294 -2.0537 1.1671
C 7.5769 -1.2786 0.2228
F 8.9138 -1.3960 0.0730
C 6.8856 -0.3851 -0.5729
C 5.5166 -0.2686 -0.4210
C 2.6506 -0.3049 -0.3919
H -1.2833 -0.9597 -0.2345
H -2.8444 0.4622 -1.4586
H -1.7438 1.8186 -1.1192
H -2.2709 1.7562 1.2614
H -3.2462 0.2806 1.0756
H -4.7058 -0.5223 -0.3002
H -6.8450 -1.1460 -1.2778
H -8.1014 2.9340 -1.2331
H -5.9254 3.5755 -0.2384
H 0.9305 -1.6209 -0.5627
H 1.0572 0.0288 1.9907
H 0.5798 -1.6666 1.8280
H 5.0495 -2.5320 2.0494
H 7.4936 -2.7414 1.7763
H 7.4157 0.2119 -1.2978
H 4.9864 0.4413 -1.0343
H 2.7408 0.7884 -0.3644
H 2.9582 -0.6655 -1.3756
*
```

The net atomic charges from natural (NBO), expressed in e, are: -0.617, 0.689, -0.615, -0.259, -0.067, -0.486, 0.306, -0.303, -0.196, -0.072, 0.003, -0.204, -0.241, -0.309, -0.492, 0.690, -0.598, -0.448, 0.212, -0.231, -0.267, 0.387, -0.326, -0.272, -0.252, -0.211, 0.393, 0.203, 0.244, 0.206, 0.165, 0.214, 0.227, 0.231, 0.230, 0.218, 0.240, 0.235, 0.256, 0.232, 0.231, 0.221, 0.225, 0.210


# 2
DFT (the ωB97M-V functional and the def2-TZVPD basis) results for a cluster of 21 separate species, H42O21 in total at a distorted geometry.

Values from the calculation:
Relative energy (zero: lowest compared OMol25 entry of this formula, charge and spin) = 168.1 kcal/mol
LUMO = -0.32 eV
DFT total energy = -1605.156191 hartree
Kohn-Sham gap = 10.03 eV

Structure (ORCA input):
```
! RIJCOSX wB97M-V def2-TZVPD def2/J DEFGRID3
* xyz 0 1
O 0.4701 -1.0209 1.5567
H 1.3528 -1.1976 1.2002
H -0.0721 -1.5525 0.9530
O -1.9757 -0.2350 -0.4657
H -1.8782 -0.0281 0.4648
H -2.2979 0.5274 -0.9753
O 2.7830 -2.9154 0.6840
H 2.8728 -3.1961 1.5969
H 2.0282 -3.3994 0.2998
O -1.0042 -0.9283 4.6434
H -1.4802 -0.2829 4.0866
H -0.0809 -1.0259 4.4109
O 0.3035 0.9767 -1.9052
H 0.6023 0.5941 -2.7598
H -0.2453 1.7349 -2.1148
O 1.3194 1.9506 0.7109
H 0.7333 2.1648 1.4516
H 0.7689 1.2577 0.3094
O -1.4609 4.3296 0.0595
H -0.7725 4.6797 -0.5050
H -1.2609 4.1529 0.9760
O 4.0601 -1.5386 -1.7040
H 3.8307 -2.3344 -1.1992
H 3.5795 -1.7029 -2.5227
O -1.1260 2.7640 2.9971
H -0.9208 3.6746 2.7820
H -0.4041 2.2430 3.3586
O 3.0027 -1.0621 3.0653
H 3.8932 -1.3416 2.8362
H 2.4642 -1.8565 3.1268
O 1.5768 4.4259 0.6902
H 2.1811 3.7771 1.0476
H 0.9352 3.9697 0.1386
O -0.7055 -0.0944 -4.1965
H -1.1064 -0.8006 -3.6898
H -0.8911 0.0090 -5.1275
O -0.0373 -1.8313 -1.0610
H -0.0416 -0.8600 -1.1356
H 0.8736 -2.0156 -1.3347
O -4.0272 -1.1794 0.9267
H -3.9017 -0.8407 0.0296
H -4.6160 -0.5103 1.3000
O -2.7400 2.1828 -1.4027
H -2.6132 2.9994 -0.8928
H -2.8123 2.4982 -2.3102
O -2.4145 0.7300 3.1920
H -2.1968 0.1390 2.4589
H -2.4857 1.5893 2.7282
O 0.3363 -4.1388 0.4287
H -0.0761 -3.4541 -0.1469
H 0.9078 -4.5292 -0.2498
O 2.6452 0.6403 -3.4459
H 3.5973 0.8289 -3.4966
H 2.5089 1.1361 -4.2709
O 2.4585 3.1474 -1.7596
H 2.5896 2.2234 -1.5046
H 2.9659 3.5178 -1.0253
O -1.8180 -4.0431 -2.1288
H -1.5068 -3.1345 -2.0215
H -2.4571 -4.1931 -1.4272
O -2.0685 -2.8034 0.4393
H -1.7760 -2.9432 1.3480
H -2.3691 -1.8747 0.4818
*
```

The net atomic charges from natural (NBO), expressed in e, are: -0.995, 0.495, 0.484, -0.993, 0.468, 0.517, -0.983, 0.475, 0.479, -0.986, 0.487, 0.470, -0.992, 0.513, 0.484, -0.967, 0.461, 0.502, -0.976, 0.499, 0.489, -0.944, 0.481, 0.462, -0.975, 0.479, 0.510, -0.934, 0.471, 0.466, -0.970, 0.485, 0.481, -0.993, 0.505, 0.494, -0.993, 0.530, 0.466, -0.953, 0.483, 0.477, -0.981, 0.513, 0.482, -0.948, 0.464, 0.504, -0.946, 0.513, 0.449, -0.941, 0.477, 0.467, -0.948, 0.482, 0.465, -0.970, 0.482, 0.488, -0.972, 0.474, 0.486


# 3
DFT (the ωB97M-V functional and the def2-TZVPD basis) results for a structure of composition C32H39N5O4S5Sr at a distorted geometry.

Values from the calculation:
Relative energy (zero: lowest compared OMol25 entry of this formula, charge and spin) = 27.0 kcal/mol
LUMO = 4.06 eV
DFT total energy = -3839.326025 hartree
Kohn-Sham gap = 4.57 eV

Structure (ORCA input):
```
! RIJCOSX wB97M-V def2-TZVPD def2/J DEFGRID3
* xyz -2 1
Sr 0.4031 0.3876 -0.6049
C 1.4998 3.8325 -2.4900
O 0.3842 3.4464 -1.7362
C 0.1435 4.2656 -0.6289
C -0.7096 3.4714 0.3585
O -0.0443 2.3745 0.9138
C 0.7018 2.5637 2.0793
C 2.0409 3.3140 1.8982
O 2.5911 3.0186 0.6411
C 3.9689 2.7397 0.6103
H 1.2913 4.7503 -3.0659
H 1.7223 3.0129 -3.1680
H 2.3668 3.9935 -1.8411
H -0.3944 5.1839 -0.9338
H 1.0954 4.5582 -0.1765
H -1.5310 3.0274 -0.2084
H -1.1022 4.1403 1.1414
H 0.9248 1.5482 2.4141
H 0.1077 3.0950 2.8448
H 2.7107 3.0210 2.7163
H 1.8773 4.4070 1.9687
H 4.2375 1.9377 1.3012
H 4.5608 3.6391 0.8491
H 4.1822 2.4224 -0.4097
S 6.5755 -3.1534 -4.7220
C 5.2096 -2.4665 -4.0838
S 5.1063 -0.8070 -3.6067
C 3.3912 -0.7597 -3.1684
C 2.7247 -1.9450 -3.3007
S 1.0780 -2.2486 -3.0141
S 3.7250 -3.3151 -3.8363
S 2.7898 0.7494 -2.6580
C 0.1647 -4.5267 0.6292
C 0.9147 -3.2342 0.9512
C 0.7643 -2.8305 2.3899
C 1.4687 -3.5139 3.3648
C 1.3615 -3.1774 4.7045
C 0.5539 -2.1173 5.0622
C -0.1782 -1.4126 4.1173
C -0.9996 -0.2356 4.5818
C -2.2293 -0.6737 5.3798
C -0.0977 -1.7791 2.7581
N -0.7701 -1.0709 1.7899
C -2.0463 -0.9755 1.7805
C -2.8232 -0.1716 0.9206
C -4.2316 -0.1346 0.9395
C -4.6082 0.7591 -0.0474
C -3.4105 1.2146 -0.6145
N -2.3437 0.6675 -0.0424
H 0.3058 -4.7649 -0.4221
H -0.9001 -4.4095 0.8275
H 0.5410 -5.3538 1.2312
H 0.5450 -2.4327 0.3079
H 1.9756 -3.3829 0.7334
H 2.1278 -4.3195 3.0664
H 1.9225 -3.7207 5.4563
H 0.4910 -1.8193 6.1034
H -1.3157 0.3561 3.7226
H -0.3708 0.4023 5.2114
H -2.9328 -1.1890 4.7297
H -2.7361 0.1846 5.8215
H -1.9401 -1.3571 6.1768
H -2.6486 -1.5822 2.4849
H -4.8650 -0.6894 1.6157
H -5.6090 1.0527 -0.3266
H -3.3170 1.9343 -1.4137
C -2.1127 1.0387 -6.1040
C -1.9309 -0.1577 -5.4327
C -1.4803 -0.1259 -4.1182
N -1.2561 0.9998 -3.4629
C -1.4449 2.1404 -4.1001
C -1.8579 2.2199 -5.4225
H -2.4425 1.0485 -7.1366
H -2.1213 -1.1036 -5.9189
H -1.2768 -1.0389 -3.5812
H -1.2438 3.0366 -3.5304
H -1.9680 3.1822 -5.9055
O 3.6113 0.0186 2.6903
C 2.7949 -0.0696 1.8230
N 1.9919 -0.1288 0.9748
C -2.8736 -3.8803 -1.9602
C -2.0935 -2.7526 -1.5167
N -1.4899 -1.8529 -1.1620
H -3.3006 -3.6573 -2.9376
H -3.6707 -4.0660 -1.2402
H -2.2263 -4.7527 -2.0335
*
```

The net atomic charges from Löwdin, expressed in e, are: 1.174, -0.138, -0.225, -0.209, -0.175, -0.275, -0.182, -0.194, -0.226, -0.095, 0.088, 0.009, 0.085, 0.130, 0.106, 0.103, 0.135, 0.102, 0.130, 0.128, 0.116, 0.073, 0.085, 0.067, 0.344, -1.568, 0.829, -1.227, -1.238, 0.398, 0.820, 0.413, -0.097, -0.213, -0.175, -0.053, -0.103, -0.074, -0.172, -0.210, -0.101, -0.198, 0.073, -0.137, -0.379, -0.103, -0.142, -0.235, -0.015, 0.060, 0.065, 0.061, 0.042, 0.123, 0.109, 0.088, 0.102, 0.095, 0.109, 0.058, 0.062, 0.061, 0.128, 0.079, 0.063, 0.080, -0.098, -0.063, -0.157, 0.087, -0.152, -0.081, 0.093, 0.096, 0.020, 0.094, 0.090, -0.006, -0.600, -0.073, -0.048, -0.255, 0.167, 0.082, 0.083, 0.083


# 4
DFT (the ωB97M-V functional and the def2-TZVPD basis) results for a cluster of 2 separate species, C6H12N6 in total at a distorted geometry.

Values from the calculation:
Relative energy (zero: lowest compared OMol25 entry of this formula, charge and spin) = 137.8 kcal/mol
LUMO (spin up / spin down) = -8.90 / -8.90 eV
DFT total energy = -563.486026 hartree
Kohn-Sham gap (spin up / spin down) = 8.82 / 8.82 eV

Structure (ORCA input):
```
! RIJCOSX wB97M-V def2-TZVPD def2/J DEFGRID3
* xyz 2 1
C 0.0155 -0.6165 -1.6834
C 1.0358 -1.3608 -1.1848
C -1.6993 0.5907 -0.2436
C -4.0016 -0.8589 0.3034
C -0.2564 0.5952 -0.9208
C 1.5471 1.7124 0.4776
N -2.2378 -0.4807 -0.5965
N -5.0326 -1.3372 0.3726
N -1.8460 1.5507 0.6079
N 1.5198 -1.4870 1.0486
N 1.5025 -0.6674 -0.0072
N 0.7071 0.5089 0.0448
H -0.3580 -0.9315 -2.6294
H 1.4618 -2.1731 -1.7400
H -0.1878 1.4723 -1.5394
H 1.7636 2.2005 -0.4041
H 1.0653 2.3946 1.0855
H 2.3770 1.2062 0.9593
H -6.0014 -1.6627 0.4747
H -1.3527 2.4061 0.3944
H -2.5774 1.7238 1.2078
H 0.6504 -2.0394 1.1750
H 1.7631 -1.0407 1.9519
H 2.4747 -0.1852 -0.1353
*
```

The net atomic charges from natural (NBO), expressed in e, are: -0.122, -0.064, 0.396, 0.563, -0.103, -0.393, -0.209, -0.519, -0.730, -0.612, -0.068, -0.271, 0.280, 0.298, 0.263, 0.216, 0.240, 0.207, 0.510, 0.417, 0.434, 0.406, 0.407, 0.453


# 5
DFT (the ωB97M-V functional and the def2-TZVPD basis) results for a cluster of 2 separate species, C3H9NO2S in total at a distorted geometry.

Values from the calculation:
Relative energy (zero: lowest compared OMol25 entry of this formula, charge and spin) = 84.6 kcal/mol
LUMO = 0.24 eV
DFT total energy = -723.033580 hartree
Kohn-Sham gap = 9.82 eV

Structure (ORCA input):
```
! RIJCOSX wB97M-V def2-TZVPD def2/J DEFGRID3
* xyz 0 1
C -2.0806 -1.1259 0.0262
C 1.3513 0.9451 -1.7284
C 1.1385 -0.2060 0.4132
N 0.8341 0.7332 -0.3828
O -0.3957 1.2539 1.7607
O 1.5153 -0.1437 2.9940
S 0.3147 -0.1954 2.0772
H -1.2098 -1.2130 -0.5635
H -2.3679 -0.1746 -0.2794
H -2.8217 -1.9071 -0.2354
H 1.3197 2.0408 -1.7565
H 2.2477 0.2848 -1.9615
H 0.5184 0.4526 -2.2836
H 1.7418 -1.0362 0.0361
H -0.2674 1.4339 0.7927
H -1.8383 -1.1427 1.0908
*
```

The net atomic charges from natural (NBO), expressed in e, are: -0.853, -0.448, -0.099, -0.437, -0.903, -0.912, 1.445, 0.199, 0.214, 0.220, 0.239, 0.202, 0.222, 0.189, 0.510, 0.213


# 6
DFT (the ωB97M-V functional and the def2-TZVPD basis) results for a cluster of 2 separate species, CH2ClF in total at a distorted geometry.

Values from the calculation:
Relative energy (zero: lowest compared OMol25 entry of this formula, charge and spin) = 50.4 kcal/mol
LUMO = 0.51 eV
DFT total energy = -599.268032 hartree
Kohn-Sham gap = 10.85 eV

Structure (ORCA input):
```
! RIJCOSX wB97M-V def2-TZVPD def2/J DEFGRID3
* xyz 0 1
C -0.0576 -0.1618 -0.1081
F -1.3579 -0.2363 -0.3260
Cl 0.3053 0.2602 1.5705
H 0.6357 1.1914 -0.7221
H 0.4745 -1.0535 -0.4143
*
```

The net atomic charges from natural (NBO), expressed in e, are: 0.093, -0.326, -0.057, 0.108, 0.183


# 7
DFT (the ωB97M-V functional and the def2-TZVPD basis) results for the ion C5H6N with charge +1 at a distorted geometry.

Values from the calculation:
SMILES = C#C[C@H]1C=[N+]1C
Relative energy (zero: lowest compared OMol25 entry of this formula, charge and spin) = 121.9 kcal/mol
LUMO = -5.42 eV
DFT total energy = -248.421471 hartree
Kohn-Sham gap = 9.37 eV

Structure (ORCA input):
```
! RIJCOSX wB97M-V def2-TZVPD def2/J DEFGRID3
* xyz 1 1
C 1.8151 -2.1080 1.0037
C 0.8265 -1.5153 0.7004
C -0.6618 -0.7770 0.2827
C -0.9967 0.4590 0.9915
N -0.5732 0.6051 -0.1843
C -0.1821 1.4438 -1.2317
H 2.7110 -2.5967 1.2630
H -1.3626 -1.4836 -0.1216
H -1.3102 0.9885 1.8643
H 0.6196 0.9666 -1.8014
H 0.1371 2.4152 -0.8505
H -1.0226 1.6025 -1.9161
*
```

The net atomic charges from natural (NBO), expressed in e, are: -0.138, -0.118, -0.028, 0.289, -0.156, -0.452, 0.261, 0.262, 0.279, 0.268, 0.262, 0.271